--- one ---
The following is a quantum chemistry calculation of a single C4H9N molecule, from the Open Molecules 2025 dataset.

Geometry (Å):
1 H 1.1814 0.4591 1.9374
2 H -0.7664 2.0683 0.1038
3 C -0.1280 1.8430 1.0301
4 H -0.6297 -2.2147 0.0316
5 H 0.8127 0.4740 -1.0126
6 H -0.4256 -0.2639 1.7793
7 H -0.5969 2.1180 1.9724
8 H -0.6285 -2.7016 -2.2977
9 C -0.2024 -1.4213 -0.5914
10 N -0.3086 -1.7380 -2.0010
11 H 0.7422 2.5007 0.6985
12 C 0.2539 0.3319 1.1436
13 H 0.2757 -1.2374 -2.5775
14 C 0.4201 -0.2180 -0.2163

Summary:
LUMO level	1.23	eV
SMILES	CC/C=C/N
gap between HOMO and LUMO	8.89	eV

Here are the Löwdin charges for atoms 1 to 5, given in e:
1. H 0.14
2. H 0.08
3. C -0.16
4. H 0.11
5. H 0.11

=====

--- two ---
The following is a quantum chemistry calculation of a single C4H9N molecule, from the Open Molecules 2025 dataset.

Geometry (Å):
1 H 1.2276 1.1131 -1.1928
2 H -0.0764 0.2802 -1.9911
3 C -0.6856 2.0776 -1.0453
4 C 0.1844 0.8399 -1.0774
5 H -0.4165 2.7664 -1.8458
6 C -0.1774 -0.1293 0.0204
7 H -1.7367 1.8359 -1.1787
8 H 1.6209 -1.1221 0.3214
9 H 0.7321 -2.5726 1.9650
10 N 0.1007 -1.8571 1.6489
11 C 0.5880 -1.0356 0.6291
12 H -1.2112 -0.0647 0.3281
13 H -0.5914 2.5720 -0.0792
14 H -0.8414 -2.1866 1.5248

Summary:
LUMO level	1.24	eV
SMILES	CC/C=C/N
gap between HOMO and LUMO	9.10	eV

Here are the Löwdin charges for atoms 1 to 5, given in e:
1. H 0.10
2. H 0.10
3. C -0.13
4. C -0.28
5. H 0.07

=====

--- three ---
The following is a quantum chemistry calculation of a single C4H9N molecule, from the Open Molecules 2025 dataset.

Geometry (Å):
1 H -1.2702 -1.1747 0.9792
2 H 1.6526 0.8659 -0.1989
3 C -0.9945 0.7301 0.4331
4 H -0.3652 1.4353 -1.5907
5 H -0.6017 1.6237 0.9135
6 C 1.0131 0.0504 -0.5489
7 H 1.6885 -0.4164 -1.2679
8 H -2.0723 0.7782 0.3219
9 H 1.5006 -0.9726 1.3626
10 C 0.7168 -0.8941 0.6184
11 H -0.8988 -0.1971 -1.5185
12 C -0.3497 0.5530 -0.9493
13 N -0.5902 -0.4569 1.1887
14 H 0.5710 -1.9248 0.2567

Summary:
LUMO level	1.16	eV
SMILES	C1CCNC1
gap between HOMO and LUMO	10.01	eV

Here are the Löwdin charges for atoms 1 to 5, given in e:
1. H 0.09
2. H 0.11
3. C -0.23
4. H 0.11
5. H 0.11

=====

--- four ---
The following is a quantum chemistry calculation of 2 unconnected molecules or ions with the total composition C4H9N, from the Open Molecules 2025 dataset.

Geometry (Å):
1 C -0.6268 -0.0719 0.1193
2 C 0.0112 -1.3547 0.4453
3 H 1.3543 1.2561 1.2057
4 H -2.5284 0.7150 0.6305
5 H 0.5005 -1.4866 1.4172
6 H -1.7283 1.5612 -0.6982
7 N 0.5619 -0.2901 -0.3869
8 C 1.7289 0.1187 -0.8127
9 H 2.5745 -0.5483 -0.7245
10 H -0.2246 -2.2859 -0.0800
11 H -2.4741 -0.0306 -0.9762
12 C -1.9037 0.5749 -0.2576
13 H 1.7920 1.0600 -1.3425
14 H 0.6073 1.1729 1.3475

Summary:
LUMO level	1.11	eV
gap between HOMO and LUMO	8.12	eV

Here are the Löwdin charges for atoms 1 to 5, given in e:
1. C -0.31
2. C -0.05
3. H 0.06
4. H 0.07
5. H 0.10

=====

Stability summary: most stable three, least stable four.